# CCl4O2P

2 unconnected molecules or ions with the total composition CCl4O2P in a non-equilibrium geometry (ωB97M-V/def2-TZVPD, OMol25).

Geometry as XYZ:
```
8
Properties=species:S:1:pos:R:3
C 0.722 -0.698 -0.065
O -0.296 1.853 0.123
O -1.380 -0.152 1.363
P -0.735 0.454 0.172
Cl 1.621 -0.340 -2.510
Cl 2.020 -0.189 0.838
Cl 0.430 -2.333 -0.118
Cl -1.808 -0.007 -1.463
```

relative energy (zero: lowest compared OMol25 entry of this formula, charge and spin) = 19.6 kJ/mol
charge = -1
frontier orbital gap (spin up / spin down) = 7.47 / 5.23 eV
maximum force = 1.9 eV/A
multiplicity = 3

# CClF2NO

2 unconnected molecules or ions with the total composition CClF2NO in a non-equilibrium geometry (ωB97M-V/def2-TZVPD, OMol25).

Geometry as XYZ:
```
6
Properties=species:S:1:pos:R:3
C 0.992 0.252 0.245
N -2.364 -0.465 0.375
O -1.450 -0.671 -0.264
F 0.598 1.570 0.576
F 1.241 0.244 -1.052
Cl 1.880 -0.684 1.287
```

relative energy (zero: lowest compared OMol25 entry of this formula, charge and spin) = 189.1 kJ/mol
frontier orbital gap (spin up / spin down) = 9.07 / 8.45 eV
maximum force = 3.7 eV/A

# CClF2O2S

2 unconnected molecules or ions with the total composition CClF2O2S in a non-equilibrium geometry (ωB97M-V/def2-TZVPD, OMol25).

Geometry as XYZ:
```
7
Properties=species:S:1:pos:R:3
C -0.935 0.232 -0.194
O 2.112 0.244 1.251
O 1.911 -0.683 -1.102
F -1.516 0.646 -1.378
F -1.085 1.282 0.709
S 1.461 -0.680 0.305
Cl -1.948 -1.040 0.409
```

relative energy (zero: lowest compared OMol25 entry of this formula, charge and spin) = 105.1 kJ/mol
charge = -1
frontier orbital gap (spin up / spin down) = 7.31 / 7.31 eV
maximum force = 2.2 eV/A